(1)
Molecular formula: C22H48NO2PTb
Method: DFT, ωB97M-V with the def2-TZVPD basis set

The geometry in XYZ format:
```
75
Properties=species:S:1:pos:R:3:lowdin_charge:R:1
C 1.86557 0.45100 5.52221 -0.1027
C 1.27805 -0.96632 6.10285 -0.1715
C 1.55584 -2.27344 5.14747 -0.1064
C 1.11300 -2.09115 3.57950 -0.1357
C 0.05341 -3.25622 3.04111 -0.1138
C -1.09596 -2.49026 2.15110 -0.1964
C -1.87271 -3.44980 1.06479 -0.1553
C -2.61719 -2.44428 -0.04484 -0.2030
C -3.56981 -1.32158 0.72405 -0.1732
C -2.94449 0.20807 0.65702 -0.2068
C -2.28632 0.72999 2.06710 -0.2158
C -2.41764 2.34285 2.33764 -0.1989
C -1.49918 3.25240 1.29288 -0.2078
C 0.12335 2.98069 1.44606 -0.2094
C 0.82750 3.72705 0.12692 -0.2000
C 2.19164 2.95080 -0.39099 -0.1874
C 2.17272 2.76261 -2.04460 -0.1759
C 2.86744 1.29433 -2.42847 -0.1032
C 2.15520 0.72760 -3.83136 -0.2745
C 0.60631 0.27120 -3.55341 -0.2920
O 0.37962 -1.18071 -3.49834 -0.3587
C 0.14818 -1.76609 -4.82792 -0.2748
P -1.49711 -1.25073 -5.67690 0.8001
N -2.70638 -0.95979 -4.64051 -0.4340
O 2.98171 -0.25822 -4.54402 -0.1988
C 3.13525 0.17726 -5.96507 -0.0828
H 1.50867 0.70031 4.41204 0.0842
H 3.03782 0.47569 5.61954 0.1069
H 1.43086 1.33503 6.19573 0.1214
H 0.13491 -0.83473 6.32345 0.1392
H 1.79625 -1.14440 7.15793 0.1826
H 0.91850 -3.16238 5.60631 0.1553
H 2.71304 -2.54980 5.18655 0.1705
H 0.52627 -1.06571 3.47835 0.1010
H 2.06085 -2.00405 2.86228 0.1516
H 0.67604 -4.05975 2.41555 0.1560
H -0.40559 -3.80872 3.97737 0.1405
H -1.88007 -2.00907 2.89404 0.1238
H -0.61240 -1.60503 1.53845 0.1093
H -1.06255 -4.06984 0.49109 0.1229
H -2.66506 -4.16844 1.59327 0.1558
H -3.20239 -3.07003 -0.85589 0.1354
H -1.74240 -1.82006 -0.54831 0.0033
H -3.83394 -1.68274 1.80899 0.1311
H -4.57930 -1.28396 0.09633 0.1312
H -3.84349 0.92662 0.41378 0.1353
H -2.16924 0.34474 -0.24012 -0.0057
H -1.14363 0.47419 2.04599 0.0720
H -2.76910 0.11980 2.97083 0.1305
H -1.94952 2.54661 3.41409 0.1269
H -3.53851 2.73188 2.41183 0.1351
H -1.67271 4.38160 1.63475 0.1425
H -1.88625 3.07935 0.18138 0.1033
H 0.42116 1.84483 1.39239 0.0792
H 0.58452 3.46578 2.42657 0.1336
H 1.08293 4.83645 0.48436 0.1377
H -0.01630 3.76666 -0.71620 0.0990
H 3.09671 3.67725 -0.16916 0.1287
H 2.40433 1.94601 0.18219 0.1030
H 2.85470 3.57196 -2.54947 0.1356
H 1.09297 2.84765 -2.49041 0.0958
H 2.61585 0.50543 -1.59947 0.1166
H 4.00936 1.39092 -2.68301 0.1504
H 2.09801 1.68736 -4.53807 0.1653
H 0.32581 0.69029 -2.47162 0.0429
H -0.07130 0.85513 -4.30780 0.1382
H 1.00746 -1.59710 -5.60383 0.1296
H 0.08843 -2.94684 -4.66107 0.1620
H -1.82568 -2.28396 -6.66818 0.0753
H -1.22221 -0.04712 -6.44746 0.0413
H -3.48515 -1.61098 -4.89403 0.0293
H 3.41517 -0.79587 -6.57696 0.1232
H 2.13866 0.59814 -6.42615 0.1043
H 4.03942 0.92354 -6.12066 0.1337
Tb -1.44989 -0.26989 -2.46184 1.5921
```

## Properties
* spin multiplicity: 7
* energy: -60859.0740 eV
* net charge: +3
* E_LUMO (alpha / beta): -13.60 / -9.08 eV
* HOMO energy (alpha / beta): -0.6264 / -0.6263 hartree
* gap between HOMO and LUMO (alpha / beta): 3.5 / 8.0 eV


(2)
Molecular formula: C20H50NbO2S
Method: DFT, ωB97M-V with the def2-TZVPD basis set

The geometry in XYZ format:
```
74
Properties=species:S:1:pos:R:3:lowdin_charge:R:1
C 0.28370 7.43369 -0.75201 -0.2146
C 0.51209 6.53803 0.51665 -0.5718
S -1.01270 5.57214 0.91807 0.6243
C -0.48378 3.77971 0.86962 -0.7394
Nb -0.08211 3.11818 -1.29704 1.4358
C 0.26723 2.63016 -3.51042 -0.3816
C 1.69415 3.17323 -3.90384 -0.4065
O 2.62503 2.09061 -3.89735 -0.1252
C -0.55461 0.98388 -0.71987 -0.3377
C 0.53427 0.07660 -0.05423 -0.5170
C 1.68455 0.74790 0.71371 -0.1001
O 1.09171 -0.82729 -1.02889 -0.0867
H 0.88183 6.98839 -1.55871 0.0303
H -0.76059 7.38433 -1.08214 0.0440
H 0.61611 8.46665 -0.57651 0.0512
H 0.78848 7.19486 1.35102 0.0449
H 1.29932 5.79445 0.32783 0.0407
H 0.39448 3.72135 1.53639 -0.0251
H -1.30756 3.19169 1.31076 -0.0379
H -1.88042 3.39690 -1.61593 -0.1207
H 0.21240 4.87717 -1.69079 -0.1060
H 1.72114 2.97369 -1.03902 -0.0871
H -0.46487 3.25676 -4.05882 0.0126
H 0.14521 1.56667 -3.76084 0.0253
H 1.69659 3.70515 -4.86465 0.0944
H 1.99827 3.89958 -3.13092 0.0337
H 2.51669 1.72333 -3.01989 0.0383
H -1.44420 0.97762 -0.05633 0.0186
H -0.87596 0.46700 -1.64822 0.0315
H 0.01197 -0.57818 0.67719 0.1109
H 1.42853 1.69184 1.19730 0.0378
H 2.55886 0.83121 0.05264 0.0636
H 1.99856 0.05328 1.51765 0.0691
H 0.36464 -1.37935 -1.28842 0.0621
C 3.53978 -7.34028 -0.23497 -0.1184
C 3.31457 -5.87033 0.10283 -0.2716
C 2.26949 -5.19613 -0.78511 -0.2286
C 2.61726 -5.14638 -2.27363 -0.2310
C 3.93464 -4.44770 -2.60820 -0.2740
C 3.95512 -2.97746 -2.20481 -0.1061
H 3.92731 -7.46653 -1.24748 0.0631
H 4.26503 -7.78182 0.45183 0.0653
H 2.60910 -7.90611 -0.15065 0.0720
H 4.26457 -5.33169 0.04840 0.0984
H 2.98177 -5.79863 1.14247 0.1031
H 2.09735 -4.18066 -0.41701 0.1004
H 1.31489 -5.72140 -0.67053 0.1075
H 1.80369 -4.63770 -2.80090 0.1090
H 2.64516 -6.16403 -2.67728 0.0971
H 4.09769 -4.51701 -3.68789 0.1016
H 4.77393 -4.97002 -2.13794 0.0948
H 3.14821 -2.42838 -2.69274 0.0748
H 4.90039 -2.51684 -2.49815 0.0695
H 3.84904 -2.85283 -1.12637 0.0674
C -1.93700 0.47520 3.57408 -0.1046
C -3.23895 1.12055 3.11580 -0.2686
C -4.46403 0.63153 3.88740 -0.2310
C -4.76456 -0.86159 3.74679 -0.2342
C -4.97320 -1.34842 2.31304 -0.2720
C -6.16630 -0.69943 1.62033 -0.1144
H -1.94182 -0.60450 3.41007 0.0650
H -1.09434 0.88937 3.01689 0.0608
H -1.76295 0.66158 4.63674 0.0737
H -3.37245 0.95487 2.04299 0.0960
H -3.15552 2.20263 3.24948 0.1064
H -5.33544 1.21138 3.56817 0.1000
H -4.32822 0.85796 4.95059 0.1067
H -5.66176 -1.09106 4.33284 0.1051
H -3.95478 -1.44115 4.20055 0.0986
H -5.12940 -2.43124 2.33528 0.1011
H -4.07029 -1.18141 1.71940 0.0993
H -7.08851 -0.88672 2.17614 0.0712
H -6.29059 -1.10826 0.61584 0.0679
H -6.03790 0.37943 1.52173 0.0671
```

## Properties
* spin multiplicity: 1
* energy: -38025.6675 eV
* net charge: -1
* E_LUMO: 2.41 eV
* HOMO energy: -0.1461 hartree
* gap between HOMO and LUMO: 6.4 eV


(3)
Molecular formula: C26H34F3GeN5O3S5SbTi
Method: DFT, ωB97M-V with the def2-TZVPD basis set

The geometry in XYZ format:
```
79
Properties=species:S:1:pos:R:3:lowdin_charge:R:1
Ti 0.02160 0.03030 0.03950 0.2209
S -2.12750 2.88790 2.16830 -0.0748
Sb -2.23940 0.59500 1.97850 -0.0253
S -0.10940 -0.38840 2.39880 0.0940
S -2.42050 -0.19780 -0.29450 0.1543
S -4.01210 -0.31930 3.10230 -0.2679
O -0.33740 1.73480 -0.28710 -0.3184
C -0.56760 2.84760 -0.83290 -0.3913
C -1.52250 2.96340 -1.98070 -0.0775
C -2.78150 3.74120 -1.57410 -0.1692
C -2.59300 5.25020 -1.67580 -0.2058
C -1.61370 5.79590 -0.63930 -0.1765
C -0.18220 5.28920 -0.84020 -0.1591
N 0.03490 3.95500 -0.35300 0.1399
H -1.80210 1.95110 -2.27370 0.0620
H -1.03420 3.44160 -2.83510 0.1403
H -3.05200 3.48010 -0.54780 0.0813
H -3.60740 3.43710 -2.22010 0.1180
H -3.56060 5.73640 -1.53070 0.1103
H -2.24220 5.50200 -2.68180 0.1115
H -1.94830 5.51310 0.35920 0.0991
H -1.60400 6.88570 -0.70730 0.1087
H 0.50830 5.93840 -0.29940 0.1261
H 0.07550 5.33220 -1.90590 0.1285
H 0.55630 3.82480 0.50100 0.1209
C -3.09580 -3.49170 -2.35650 -0.0699
N -2.16840 -3.10050 -1.32670 -0.0609
C -0.86160 -3.37460 -1.34100 -0.7880
S 0.12740 -2.70800 -0.14790 0.7504
N -0.38070 -4.24450 -2.24800 -0.0342
C 1.02910 -4.54890 -2.34700 -0.1060
H -4.08990 -3.18430 -2.04670 0.0934
H -3.07860 -4.57680 -2.48320 0.0850
H -2.86560 -3.00190 -3.30910 0.0791
H -2.43790 -2.30830 -0.72890 -0.0219
H -0.92240 -4.37410 -3.08930 0.1226
H 1.39930 -4.85820 -1.37090 0.0693
H 1.61030 -3.67880 -2.66970 0.0655
H 1.15640 -5.35780 -3.06260 0.0817
N 1.12620 2.60060 2.39060 -0.0640
C 1.95000 2.99530 3.37330 -0.1047
C 3.22510 2.64140 2.98940 -0.0759
C 3.05990 2.02050 1.74480 -0.1493
N 1.78480 2.00120 1.39580 -0.0227
H 0.10230 2.68660 2.37750 -0.0353
H 1.57310 3.48690 4.24690 0.1113
H 4.13940 2.81320 3.52080 0.0813
H 3.80230 1.59340 1.09870 0.1035
Ge -0.04450 -0.33170 -2.60300 0.9299
C 1.30180 1.02420 -3.28500 -0.3076
C 1.99920 1.83630 -2.40090 -0.1339
C 2.98900 2.69710 -2.84950 -0.0884
C 3.30900 2.74320 -4.19530 -0.1122
C 2.62910 1.93090 -5.08600 -0.1018
C 1.62790 1.08990 -4.63230 -0.1124
C -1.58760 -0.34190 -3.97000 -0.3218
C -1.33940 -0.83720 -5.24510 -0.1548
C -2.33870 -0.92730 -6.19630 -0.1082
C -3.63200 -0.54660 -5.88420 -0.1144
C -3.90900 -0.08200 -4.61130 -0.1003
C -2.89500 0.02100 -3.67350 -0.1661
H 0.56340 -1.62440 -3.25620 -0.0165
H 1.80450 1.78370 -1.33470 0.0642
H 3.52230 3.32160 -2.14390 0.0973
H 4.09220 3.40190 -4.54450 0.0914
H 2.88680 1.94380 -6.13670 0.0935
H 1.09940 0.46570 -5.33510 0.0751
H -0.34170 -1.17160 -5.48800 0.0756
H -2.11350 -1.30380 -7.18500 0.0938
H -4.42040 -0.63190 -6.62020 0.0928
H -4.91970 0.19550 -4.34010 0.0986
H -3.14690 0.36360 -2.67800 0.0163
F 2.60040 -1.85090 1.55820 0.1011
C 3.26730 -1.94440 0.39830 -0.5532
F 3.43480 -3.24550 0.12750 0.1389
F 4.50060 -1.44210 0.62540 0.1381
C 2.51170 -1.16330 -0.71630 -0.6051
O 2.71830 -1.41850 -1.88990 0.0763
O 1.78120 -0.26320 -0.22630 -0.2462
```

## Properties
* energy above the lowest of the compared OMol25 structures with the same formula, charge and spin: 261.3 kJ/mol
* spin multiplicity: 1
* energy: -189611.3864 eV
* net charge: -1
* E_LUMO: 1.83 eV
* HOMO energy: -0.1676 hartree
* gap between HOMO and LUMO: 6.4 eV


(4)
Molecular formula: C3H13N4S
Method: DFT, ωB97M-V with the def2-TZVPD basis set

The geometry in XYZ format:
```
21
Properties=species:S:1:pos:R:3:lowdin_charge:R:1
C 2.10975 -0.23684 -0.45827 -0.0886
C -1.50370 -0.66433 -1.16325 -0.1634
C 0.82512 -0.43389 -1.17246 -0.0847
N -2.89314 -1.33534 2.40295 0.0762
N -3.81130 -1.89548 1.74189 0.1887
N -0.31245 -0.39176 -0.49681 -0.5634
N 3.18960 2.63271 -0.58350 0.0053
S -0.43232 0.10408 1.18541 0.6392
H 2.78124 -0.95233 -0.85878 0.0736
H 2.16674 -0.44236 0.64648 0.0778
H 2.46565 0.79125 -0.52057 0.0330
H -1.80106 -1.79246 -0.88626 0.1445
H -2.33792 -0.03828 -0.77120 0.0796
H -1.43151 -0.46275 -2.26104 0.1089
H 0.71955 -0.51868 -2.22956 0.1332
H -1.92906 -0.93432 1.89640 -0.0334
H -3.00575 -0.80764 3.24222 0.1268
H -4.78847 -1.78258 2.12836 0.1323
H 3.21565 2.96593 -1.51325 0.0087
H 4.13924 2.88883 -0.37462 0.0221
H 2.63412 3.30626 0.04587 0.0836
```

## Properties
* energy above the lowest of the compared OMol25 structures with the same formula, charge and spin: 489.2 kJ/mol
* spin multiplicity: 1
* energy: -20107.2029 eV
* net charge: +1
* E_LUMO: -5.71 eV
* HOMO energy: -0.4430 hartree
* gap between HOMO and LUMO: 6.3 eV


(5)
Molecular formula: C33H65ClN3O9PS
Method: DFT, ωB97M-V with the def2-TZVPD basis set

The geometry in XYZ format:
```
113
Properties=species:S:1:pos:R:3:lowdin_charge:R:1
C 4.30185 0.40337 0.75294 -0.1271
C 3.12078 0.47464 -0.33217 -0.2569
C 2.89200 1.96851 -0.93667 -0.1920
C 1.98184 1.87136 -2.28762 -0.1738
C 0.43745 1.77408 -1.87766 -0.1307
C -0.48478 0.90420 -2.85511 -0.3052
C -2.04770 0.91204 -2.50716 -0.0876
C -2.44125 0.73844 -0.96301 -0.3618
C -2.33542 2.12383 -0.09780 -0.0858
C -1.76438 -0.49104 -0.19737 -0.1026
O -0.39567 1.35569 -4.26144 -0.1815
C -0.44072 2.78104 -4.36260 -0.5562
Cl -1.16729 3.29292 -6.00062 0.4877
C 0.16120 -0.60189 -2.91007 -0.2813
O 1.01103 -0.74973 -4.08655 -0.0345
O -0.83161 -1.63379 -2.95643 -0.1512
C -0.28748 -2.95299 -3.17343 -0.4395
C -1.45148 -4.07154 -2.95481 -0.2491
C -2.80267 -3.73664 -3.74896 -0.4200
S -2.88173 -4.88313 -5.25125 0.8771
C -1.91226 -3.92378 -6.50547 -0.5522
N -0.62626 -4.14574 -7.07682 0.0239
N -0.48260 -3.04529 -7.89455 -0.0246
C -1.63888 -2.18692 -7.82208 -0.0725
O -2.58358 -2.74735 -6.92042 -0.0592
P 1.10223 -3.47820 -1.97043 0.9169
N 0.65054 -2.99522 -0.30332 -0.1534
O 2.56314 -2.63049 -2.26312 -0.3473
H 3.96187 -0.30470 1.60228 0.0738
H 5.26565 -0.08167 0.33859 0.0779
H 4.53794 1.40046 1.25905 0.0590
H 3.39108 -0.26585 -1.17782 0.1005
H 2.16078 0.10741 0.16734 0.0896
H 3.93900 2.28911 -1.31121 0.1178
H 2.46111 2.68299 -0.16102 0.1139
H 2.39473 0.98570 -2.86936 0.1144
H 2.13768 2.87926 -2.83078 0.1077
H 0.02675 2.83442 -1.66911 0.1208
H 0.41091 1.25574 -0.84237 0.1072
H -2.65390 0.11602 -3.08701 0.1314
H -2.52286 1.91590 -2.83750 0.1242
H -3.57820 0.51127 -0.96117 0.1242
H -1.96235 2.93029 -0.83262 0.0593
H -3.38142 2.48125 0.23040 0.0804
H -1.60850 1.99918 0.76993 0.0780
H -2.27798 -0.55103 0.83997 0.0832
H -0.65042 -0.39085 0.01198 0.0579
H -2.00660 -1.50482 -0.69504 0.0780
H 0.62458 3.21209 -4.37067 0.0920
H -1.07312 3.30661 -3.57529 0.0851
H 0.84821 -0.64693 -1.98184 0.1371
H 0.46423 -0.95108 -4.87458 0.1100
H 0.11353 -3.14983 -4.22968 0.1192
H -1.70711 -4.12569 -1.83026 0.1072
H -0.99844 -5.06890 -3.31819 0.0991
H -3.75476 -3.87581 -3.12967 0.0870
H -2.78468 -2.68442 -4.18728 0.0786
H -1.82275 -1.19913 -8.35443 0.1402
H 1.57441 -2.76374 0.12136 0.0368
H 0.37341 -3.87444 0.17042 0.0127
H 3.01926 -2.96603 -3.06163 0.0581
C -1.91138 -5.22081 4.01135 -0.1698
C -1.40969 -3.81965 4.28214 -0.1738
C -0.70178 -3.48116 2.98495 -0.2124
O -1.38348 -4.19321 1.94168 -0.1708
C -2.27246 -5.14727 2.54160 -0.1939
H -2.75158 -5.51630 4.64185 0.1168
H -1.10020 -5.94119 4.16153 0.1156
H -2.25853 -3.14426 4.43149 0.1169
H -0.75813 -3.74693 5.15466 0.1147
H 0.33912 -3.82292 2.99895 0.1152
H -0.71389 -2.41049 2.76752 0.1138
H -3.29515 -4.78404 2.40300 0.0914
H -2.17356 -6.11098 2.03661 0.1215
C -7.36580 -2.83337 1.06088 -0.1770
C -6.07815 -2.64175 0.29015 -0.1760
C -5.03289 -2.98327 1.33348 -0.2108
O -5.62319 -3.95219 2.21097 -0.1524
C -7.03076 -4.01905 1.94447 -0.2019
H -8.23625 -3.00794 0.42616 0.1147
H -7.56351 -1.95097 1.67844 0.1168
H -6.03003 -3.35913 -0.53596 0.1143
H -5.95706 -1.63837 -0.12193 0.1116
H -4.76795 -2.10574 1.93318 0.1209
H -4.12029 -3.39317 0.89412 0.1068
H -7.22990 -4.96570 1.43049 0.1181
H -7.58413 -4.01104 2.88611 0.1175
C 5.72273 3.53334 5.03472 -0.1764
C 5.50041 2.31055 5.89648 -0.1802
C 4.18117 1.78565 5.36461 -0.2061
O 4.12007 2.14448 3.97770 -0.1500
C 5.17082 3.08063 3.69762 -0.2073
H 6.76604 3.84879 4.97996 0.1151
H 5.13115 4.37115 5.41919 0.1125
H 6.29448 1.57901 5.71405 0.1159
H 5.47352 2.52515 6.96630 0.1131
H 3.33218 2.25786 5.87079 0.1155
H 4.08905 0.70178 5.46763 0.1161
H 5.93466 2.56056 3.10881 0.1161
H 4.77708 3.90833 3.10365 0.1001
C 2.52594 7.58527 2.64459 -0.1785
C 2.88953 7.98141 1.23114 -0.1799
C 4.03918 7.04137 0.92620 -0.2028
O 3.80476 5.84154 1.67633 -0.1543
C 2.75242 6.08661 2.61983 -0.2066
H 1.50819 7.85736 2.92942 0.1146
H 3.21710 8.05624 3.35149 0.1164
H 2.04937 7.77427 0.56016 0.1160
H 3.15960 9.03343 1.12479 0.1142
H 4.99502 7.46189 1.25646 0.1176
H 4.11339 6.80078 -0.13686 0.1176
H 1.85973 5.55610 2.27110 0.1198
H 3.03466 5.68820 3.59720 0.1117
```

## Properties
* SMILES string: CCCCC[C@@](CC(C)C)(OCCl)[C@H](O)O[C@H](CCSc1nnco1)P(N)O.C1CCOC1.C1CCOC1.C1CCOC1.C1CCOC1
* spin multiplicity: 1
* energy: -90811.7050 eV
* E_LUMO: 0.21 eV
* HOMO energy: -0.2834 hartree
* gap between HOMO and LUMO: 7.9 eV


Which of these has the highest energy?
C3H13N4S


Which of these has the lowest energy?
C26H34F3GeN5O3S5SbTi


Which of these has the highest energy?
C3H13N4S